No. 1
# C3H9ISi

A single C3H9ISi molecule (ωB97M-V/def2-TZVPD, the Open Molecules 2025 dataset).

* HOMO-LUMO gap (alpha / beta): 0.2192 / 0.2130 Eh
* energy above the lowest of the compared OMol25 structures with the same formula, charge and spin: 0.886 eV

```
! wB97M-V def2-TZVPD RIJCOSX def2/J DEFGRID3
* xyz 0 3
C -2.03205 -0.64273 0.84096
C 2.06235 0.09751 -0.93434
C 0.87618 0.06586 0.08741
Si -1.29185 0.78012 -0.05714
I 4.05396 -0.07780 0.04239
H -3.19222 -0.49068 1.06459
H -2.01809 -1.49694 0.11415
H -1.50297 -0.96508 1.72920
H 1.97460 -0.72495 -1.65095
H 2.25136 1.06935 -1.35045
H 1.18816 0.52285 0.94520
H 0.77386 -0.93244 0.28101
H -1.49261 2.06739 0.39861
H -1.65068 0.72755 -1.51064
*
```

Mulliken population analysis, charges in e, atoms 1 to 4: number 1, C, carries -0.9095; number 2, C, carries -0.9628; number 3, C, carries -0.9556; number 4, Si, carries 0.4811

---

No. 2
# C2H3IOS

A single C2H3IOS molecule (ωB97M-V/def2-TZVPD, the Open Molecules 2025 dataset).

* HOMO-LUMO gap (alpha / beta): 0.2820 / 0.2820 Eh
* energy above the lowest of the compared OMol25 structures with the same formula, charge and spin: 2.085 eV
* SMILES: OCC(=S)I

```
! wB97M-V def2-TZVPD RIJCOSX def2/J DEFGRID3
* xyz 0 1
O 0.72083 0.31220 0.98005
C -0.04604 -0.16900 -0.14938
C -1.13571 -1.08691 0.42861
S -1.18760 -2.46478 1.20384
I -3.46501 0.08985 0.20105
H 0.48499 1.32278 1.12933
H -0.45111 0.72499 -0.78850
H 0.59607 -0.72332 -0.76919
*
```

Mulliken population analysis, charges in e, atoms 1 to 4: number 1, O, carries -0.4926; number 2, C, carries -0.1649; number 3, C, carries 0.0579; number 4, S, carries -0.0989

---

no.,F_max (eV Å⁻¹),E_tot (Ha)
1,5.035,-706.667415
2,3.368,-849.045869